Molecular formula: C6H11ClO2S
Method: DFT, wB97M-V/def2-TZVPD

Last column: Löwdin charge in e.
Atoms and positions in Å:
C (1.69, 2.15, 0.36)  0.005
C (2.33, 1.08, -0.22)  -0.121
C (1.98, -0.31, 0.24)  -0.246
O (1.28, -1.02, -0.76)  -0.158
C (0.00, -0.54, -0.99)  -0.720
Cl (-0.29, -0.68, -2.77)  0.676
C (-1.11, -1.37, -0.32)  -0.682
S (-0.72, -1.80, 1.41)  0.820
O (-2.38, -0.77, -0.45)  -0.206
C (-2.55, 0.43, 0.29)  -0.116
H (0.99, 2.79, -0.17)  0.060
H (1.86, 2.31, 1.42)  0.063
H (3.06, 1.28, -1.00)  0.105
H (1.46, -0.25, 1.20)  0.083
H (2.89, -0.88, 0.42)  0.124
H (-0.12, 0.52, -0.78)  0.082
H (-1.18, -2.30, -0.87)  0.105
H (-1.40, -2.95, 1.60)  -0.124
H (-3.26, 0.32, 1.10)  0.087
H (-2.92, 1.19, -0.40)  0.094
H (-1.62, 0.82, 0.70)  0.069

Output
Energy above the lowest of the compared OMol25 structures with the same formula, charge and spin   2.9498 eV
M   182.67 g/mol
Kohn-Sham gap   0.3088 hartree
Lowest unoccupied orbital energy   -0.15 eV
Total charge   0
Spin multiplicity   1
SMILES string   C=CCO[C@@H](Cl)[C@@H](S)OC